(1)
{
  "formula": "C28H56F2NO23S4Tl",
  "method": "wB97M-V/def2-TZVPD",
  "elements": ["Tl", "F", "F", "N", "O", "O", "O", "O", "C", "O", "C", "C", "C", "H", "H", "H", "H", "H", "H", "O", "C", "O", "C", "C", "C", "H", "H", "H", "H", "H", "H", "O", "C", "O", "C", "C", "C", "H", "H", "H", "H", "H", "H", "O", "C", "O", "C", "C", "C", "H", "H", "H", "H", "H", "H", "O", "S", "O", "O", "C", "C", "C", "H", "H", "H", "H", "H", "H", "H", "H", "O", "S", "O", "O", "C", "C", "C", "H", "H", "H", "H", "H", "H", "H", "H", "O", "S", "O", "O", "C", "C", "C", "H", "H", "H", "H", "H", "H", "H", "H", "O", "S", "O", "O", "C", "C", "C", "H", "H", "H", "H", "H", "H", "H", "H"],
  "coordinates": [[-0.671, 0.396, -0.115], [-2.121, 0.790, 2.420], [1.503, 2.311, 0.103], [-1.306, 1.560, -3.464], [-1.454, 1.836, -4.601], [-1.508, 0.411, -3.041], [-1.075, 2.319, -2.582], [-2.626, -1.499, -1.091], [-3.390, -2.108, -1.789], [-3.940, -3.289, -1.400], [-4.755, -3.855, -2.298], [-4.183, -3.239, -3.542], [-3.949, -1.877, -3.192], [-5.769, -3.494, -2.123], [-4.762, -4.944, -2.289], [-4.911, -3.355, -4.345], [-3.317, -3.807, -3.884], [-4.919, -1.399, -3.054], [-3.301, -1.333, -3.879], [-1.102, -2.134, 1.159], [-1.200, -2.854, 2.176], [-1.745, -4.029, 2.174], [-1.799, -4.645, 3.459], [-1.392, -3.582, 4.482], [-0.817, -2.422, 3.624], [-1.056, -5.442, 3.440], [-2.770, -5.059, 3.730], [-0.630, -3.933, 5.178], [-2.231, -3.223, 5.078], [0.247, -2.273, 3.804], [-1.190, -1.403, 3.734], [0.956, 0.315, 2.542], [1.188, 0.933, 3.575], [1.823, 0.400, 4.648], [2.060, 1.407, 5.631], [1.190, 2.592, 5.337], [0.935, 2.404, 3.870], [3.096, 1.661, 5.405], [2.125, 1.185, 6.696], [1.728, 3.519, 5.535], [0.262, 2.590, 5.910], [1.484, 3.028, 3.164], [-0.138, 2.588, 3.822], [-1.731, 3.582, 0.485], [-1.328, 4.593, 1.076], [-2.069, 5.127, 2.095], [-1.525, 6.370, 2.562], [-0.057, 6.257, 2.048], [-0.147, 5.499, 0.735], [-1.542, 6.568, 3.633], [-2.137, 7.161, 2.129], [0.642, 5.723, 2.692], [0.364, 7.255, 1.925], [0.842, 5.080, 0.552], [-0.394, 6.261, -0.003], [3.658, -2.221, -0.928], [3.168, -1.583, 0.332], [1.763, -1.357, 0.549], [3.790, -2.469, 1.619], [3.302, -2.109, 2.989], [4.267, -2.684, 4.007], [4.088, 0.006, 0.598], [2.357, -2.649, 3.050], [3.263, -1.036, 3.174], [5.072, -1.953, 4.091], [4.551, -3.703, 3.746], [3.860, -2.779, 5.014], [3.534, 0.901, 0.315], [4.989, -0.036, -0.013], [4.259, -0.040, 1.674], [-6.219, 1.180, 0.014], [-4.936, 1.929, -0.038], [-3.705, 1.324, -0.528], [-5.189, 3.297, -0.932], [-4.400, 3.572, -2.132], [-5.145, 4.579, -3.051], [-4.668, 2.684, 1.640], [-4.322, 2.729, -2.818], [-3.390, 3.869, -1.847], [-4.530, 4.754, -3.934], [-5.240, 5.479, -2.443], [-6.144, 4.170, -3.206], [-3.656, 3.090, 1.635], [-4.560, 1.844, 2.326], [-5.471, 3.399, 1.816], [-0.044, -2.144, -1.677], [-0.033, -3.625, -1.874], [-1.266, -4.409, -2.029], [1.056, -4.106, -2.986], [1.912, -3.264, -3.614], [2.072, -3.664, -5.072], [0.914, -4.344, -0.491], [2.824, -3.178, -3.023], [1.486, -2.266, -3.509], [2.505, -4.662, -5.137], [2.671, -2.946, -5.632], [1.100, -3.771, -5.554], [1.918, -3.939, -0.618], [0.873, -5.423, -0.640], [0.464, -4.082, 0.467], [2.130, 0.069, -4.622], [2.411, 0.450, -3.260], [1.413, 0.178, -2.245], [3.865, -0.250, -2.805], [4.916, -0.175, -3.670], [6.026, -1.074, -3.076], [2.989, 2.195, -3.129], [5.206, 0.875, -3.715], [4.660, -0.595, -4.643], [5.673, -2.087, -2.881], [6.339, -0.735, -2.088], [6.857, -1.171, -3.774], [2.112, 2.742, -3.474], [3.838, 2.350, -3.795], [3.277, 2.338, -2.087]],
  "atomic_forces_ev_per_a": [[0.0, 0.8, 1.0], [0.8, -0.2, -1.4], [-1.0, -1.0, -0.1], [-1.8, -5.2, 0.2], [0.2, 1.7, -3.1], [-0.1, -1.8, -0.4], [1.8, 4.7, 4.0], [-0.5, -0.1, 0.1], [0.1, 0.3, -0.3], [2.4, 1.1, 4.6], [-1.3, -0.2, -2.2], [-1.9, -3.6, -3.3], [1.1, 2.1, 1.0], [-0.4, -0.1, -0.1], [0.3, 0.1, 0.3], [-0.1, 0.1, -0.3], [0.3, 0.2, 0.3], [0.0, 0.5, -0.1], [0.0, 0.2, 0.5], [-0.1, -2.2, 2.2], [1.3, 4.4, -0.8], [-1.1, -1.4, -0.7], [0.9, -0.1, 1.0], [0.3, 1.3, 0.1], [-0.2, -0.5, -0.7], [-0.2, -0.2, 0.0], [-0.1, 0.1, -0.8], [-0.1, -0.2, -0.1], [-0.1, -0.2, -0.1], [0.2, -0.3, -0.6], [-0.6, -0.1, 0.2], [0.6, 0.9, 2.5], [-0.5, 0.0, -2.0], [-0.9, -1.2, 0.4], [2.2, 1.1, 0.2], [0.6, 0.3, 0.2], [-1.7, -0.1, -0.4], [0.3, 0.5, 0.1], [-0.8, -1.3, -0.2], [-0.1, 0.0, 0.2], [0.1, -0.1, 0.0], [0.0, -0.1, 0.0], [0.0, -0.1, -1.3], [1.2, 2.5, 1.7], [-1.3, -2.2, -2.3], [0.0, -0.5, 0.3], [1.5, -0.3, -0.7], [-0.1, 1.6, 0.2], [0.0, 0.8, 1.4], [-0.3, -0.9, 0.1], [0.4, 0.2, -0.4], [-0.5, -0.1, 0.6], [0.1, 0.1, 0.0], [-0.6, -0.7, -0.5], [-0.3, -0.6, -0.5], [-1.2, 0.9, 3.6], [1.7, 0.0, -1.3], [0.7, -0.5, -0.1], [-0.5, 1.3, -0.8], [-0.1, -1.2, -0.4], [0.2, 0.1, -0.2], [-0.4, -1.1, -0.2], [-0.3, 0.7, 0.1], [-0.6, -0.1, -0.6], [0.6, -0.6, 0.0], [0.5, 0.2, -0.2], [-0.5, 0.3, -0.1], [-0.6, -0.3, 0.1], [0.1, -0.3, 0.3], [0.3, 0.4, -0.2], [2.9, 1.5, -0.4], [-1.0, 0.1, 0.5], [-1.3, 0.2, 0.4], [0.1, -0.8, 0.1], [-0.2, -0.3, -1.2], [0.5, -0.2, 2.4], [0.6, -0.9, -1.4], [0.2, -0.8, 0.8], [-0.1, 0.1, 0.1], [-0.4, -0.1, 0.0], [-0.2, 0.4, -0.5], [0.1, 0.1, -0.5], [-0.3, 0.4, -0.4], [-0.6, -0.1, 0.0], [0.1, -0.3, 0.1], [0.1, -3.4, -1.4], [-0.1, 0.8, 2.4], [2.1, 1.6, -0.5], [-3.3, -2.1, 1.4], [1.2, 3.0, -0.9], [-0.1, -0.4, 0.3], [-0.7, 0.2, -0.6], [0.5, -0.4, -0.3], [0.0, 0.3, -0.5], [0.3, 0.0, 0.0], [0.0, 0.0, 0.1], [-0.1, 0.3, 0.1], [-0.1, -0.2, 0.2], [0.1, 0.1, 0.0], [0.0, 0.2, -0.3], [0.4, 0.4, 0.7], [1.1, 0.3, 0.5], [1.6, 0.2, -0.8], [-4.1, 0.1, 1.5], [2.1, -0.9, -0.6], [-0.3, 0.1, 0.0], [-0.8, -1.3, -0.4], [0.6, -0.1, -0.5], [-0.1, 0.4, -0.2], [-0.4, 0.0, -0.3], [0.3, 0.3, -0.2], [0.1, 0.3, 0.2], [0.2, 0.4, 0.4], [-0.2, -0.1, -0.1], [-0.4, 0.2, -0.1]],
  "e_homo_ev": -8.43,
  "total_charge": 0
}

---

(2)
{
  "formula": "C28H56O15",
  "method": "wB97M-V/def2-TZVPD",
  "elements": ["C", "C", "O", "C", "O", "O", "C", "H", "H", "H", "H", "H", "H", "H", "H", "C", "C", "O", "C", "O", "O", "C", "H", "H", "H", "H", "H", "H", "H", "H", "C", "C", "O", "C", "O", "O", "C", "H", "H", "H", "H", "H", "H", "H", "H", "C", "C", "O", "C", "O", "O", "C", "H", "H", "H", "H", "H", "H", "H", "H", "C", "C", "C", "O", "C", "H", "H", "H", "H", "H", "H", "H", "H", "C", "C", "C", "O", "C", "H", "H", "H", "H", "H", "H", "H", "H", "C", "C", "C", "O", "C", "H", "H", "H", "H", "H", "H", "H", "H"],
  "coordinates": [[2.196, -2.958, 13.600], [1.751, -2.225, 12.340], [2.192, -0.888, 12.329], [1.341, 0.090, 12.630], [0.184, -0.062, 12.914], [2.013, 1.234, 12.592], [1.197, 2.402, 12.637], [1.700, -3.917, 13.737], [1.932, -2.364, 14.476], [3.273, -3.110, 13.528], [0.662, -2.302, 12.262], [2.096, -2.708, 11.425], [1.039, 2.735, 13.660], [0.270, 2.208, 12.101], [1.645, 3.234, 12.096], [-5.089, 4.495, 7.031], [-5.598, 3.214, 7.661], [-5.325, 2.100, 6.838], [-6.231, 1.598, 6.037], [-7.324, 2.055, 5.847], [-5.721, 0.482, 5.517], [-6.391, -0.105, 4.436], [-3.998, 4.492, 6.974], [-5.361, 5.401, 7.575], [-5.496, 4.640, 6.028], [-6.668, 3.331, 7.839], [-5.140, 3.071, 8.638], [-6.164, 0.363, 3.473], [-7.483, -0.060, 4.470], [-6.127, -1.156, 4.342], [2.066, -2.266, 6.040], [1.396, -0.934, 6.267], [0.103, -1.073, 6.823], [-0.971, -1.473, 6.170], [-1.028, -1.848, 5.026], [-1.984, -1.349, 7.024], [-3.293, -1.428, 6.500], [3.102, -2.100, 5.729], [1.516, -2.857, 5.309], [2.217, -2.884, 6.928], [1.363, -0.334, 5.354], [2.005, -0.289, 6.901], [-3.475, -0.688, 5.722], [-4.022, -1.320, 7.297], [-3.495, -2.399, 6.040], [1.425, 3.295, 3.832], [1.415, 2.672, 5.223], [1.685, 3.670, 6.213], [2.045, 3.252, 7.410], [2.253, 2.131, 7.782], [2.142, 4.353, 8.182], [2.339, 4.176, 9.573], [2.351, 3.852, 3.697], [0.564, 3.951, 3.717], [1.342, 2.465, 3.133], [2.183, 1.898, 5.201], [0.420, 2.280, 5.442], [1.389, 4.199, 10.110], [3.004, 4.968, 9.906], [2.774, 3.192, 9.769], [-0.979, 2.363, 9.712], [-2.114, 1.458, 9.264], [-2.101, 1.797, 7.777], [-1.928, 3.210, 7.748], [-1.127, 3.629, 8.867], [-0.012, 1.858, 9.683], [-1.100, 2.577, 10.782], [-3.081, 1.645, 9.733], [-1.928, 0.391, 9.403], [-3.002, 1.474, 7.256], [-1.232, 1.349, 7.283], [-1.575, 4.508, 9.327], [-0.129, 3.939, 8.531], [-3.014, 3.520, 4.238], [-3.166, 3.239, 2.723], [-1.888, 2.540, 2.325], [-0.938, 3.098, 3.230], [-1.530, 3.248, 4.511], [-3.666, 2.859, 4.815], [-3.360, 4.531, 4.442], [-3.339, 4.191, 2.217], [-4.084, 2.690, 2.487], [-1.570, 2.743, 1.305], [-1.939, 1.453, 2.450], [-1.085, 4.066, 5.077], [-1.339, 2.327, 5.071], [0.321, 7.342, 12.758], [-0.338, 7.811, 11.505], [0.147, 6.763, 10.506], [-0.073, 5.554, 11.241], [0.252, 5.794, 12.615], [-0.108, 7.619, 13.721], [1.345, 7.731, 12.791], [-0.171, 8.845, 11.208], [-1.414, 7.654, 11.640], [1.191, 6.854, 10.187], [-0.449, 6.655, 9.599], [1.168, 5.281, 12.913], [-0.604, 5.436, 13.191]],
  "atomic_forces_ev_per_a": [[0.3, 0.4, -0.3], [-1.4, -1.3, 0.1], [0.8, 0.5, -0.2], [-0.1, -0.8, 0.3], [-0.3, 0.3, -0.1], [0.3, 0.5, -0.3], [-0.5, 0.4, -0.2], [0.0, -0.1, -0.3], [0.2, 0.1, 0.0], [0.0, 0.0, 0.4], [0.0, 0.5, 0.1], [0.5, 0.2, 0.1], [-0.2, -0.2, 0.1], [-0.1, 0.0, 0.5], [0.6, -0.4, 0.0], [0.5, 0.3, -0.4], [-0.9, 1.5, 0.4], [1.4, -0.5, 0.6], [-0.8, 0.3, 0.1], [-0.2, -0.1, -0.4], [0.4, -0.1, 0.0], [-1.2, -0.4, -1.5], [0.0, -0.1, -0.1], [-0.2, -0.3, 0.4], [0.0, -0.2, 0.0], [-0.1, -0.4, -0.2], [0.3, -0.4, -0.2], [0.4, 0.2, 0.2], [0.1, 0.2, 0.7], [0.3, 0.1, 0.4], [0.6, -0.3, 0.0], [0.7, 0.0, -0.8], [0.1, 0.5, 1.4], [0.3, 0.1, -0.7], [-0.1, 0.1, 0.1], [-0.3, 0.1, 0.5], [-0.7, -0.7, -0.9], [-0.2, 0.1, -0.5], [0.2, 0.0, -0.1], [-0.5, 0.3, 0.3], [-0.4, -0.4, -0.3], [-0.5, -0.2, 0.7], [0.2, 0.2, 0.2], [0.3, 0.3, 0.3], [0.3, -0.1, 0.0], [0.5, 0.6, 1.1], [0.1, -0.1, -0.9], [0.2, 0.1, -0.4], [0.0, 0.7, 0.6], [-0.1, -0.5, -0.1], [-0.1, 0.2, -0.4], [0.2, -0.9, 0.4], [0.2, -0.1, -0.1], [1.1, 0.1, -0.2], [0.1, 0.3, -0.2], [-0.1, -0.1, 0.7], [0.5, -0.4, 0.1], [0.0, 0.3, -0.2], [0.0, 0.0, 0.1], [0.2, 0.2, 0.0], [-0.7, 0.2, 2.3], [0.4, -0.8, -0.9], [0.1, -0.1, 0.3], [-0.5, 0.6, -0.4], [0.8, -0.8, -0.7], [0.1, 0.1, -0.7], [-0.1, 0.3, -0.2], [0.0, 0.5, -0.1], [0.2, 0.1, 0.1], [-0.1, 0.5, -0.1], [0.0, -0.3, 0.1], [-0.3, -0.3, 0.3], [-0.3, 0.1, -0.2], [-0.6, -0.6, -0.3], [-1.3, 0.3, 0.0], [-0.1, 0.3, 0.5], [-0.8, -0.3, -0.8], [-0.8, -0.1, -0.1], [0.2, 0.0, 0.1], [0.4, 0.1, 0.2], [0.6, 0.0, -0.2], [0.2, -0.3, 0.2], [0.1, 0.1, 0.0], [-0.1, 0.0, 0.1], [0.3, 0.0, -0.2], [-0.6, 0.0, 0.1], [1.3, -0.5, 1.0], [-0.8, 0.1, -0.7], [-0.7, -0.4, 0.0], [0.5, -0.3, 0.0], [-0.5, 0.8, -0.2], [-0.3, 0.3, -0.3], [0.1, -0.4, 0.0], [0.2, 0.0, 0.1], [0.0, 0.2, -0.4], [0.1, 0.2, 0.3], [-0.1, 0.3, 0.0], [0.0, 0.0, 0.0], [0.2, -0.3, 0.1]],
  "smiles": "CCOC(=O)OC.CCOC(=O)OC.CCOC(=O)OC.CCOC(=O)OC.C1CCOC1.C1CCOC1.C1CCOC1",
  "e_homo_ev": -9.38,
  "e_above_lowest_kj_mol": 98.6,
  "total_charge": 0
}

---

| no. | energy (hartree) | F_max (Eh/bohr) |
| --- | --- | --- |
| 1 | -4850.22185 | 0.125 |
| 2 | -2229.02710 | 0.046 |